Below is C35H40N5O2PtSSb as an isolated structure, with properties calculated with wB97M-V/def2-TZVPD.

Last column: Löwdin charge in e.
Element x y z (Å)
Pt 0.2169 0.4924 -0.9024  1.170
Sb 0.5795 -2.0314 -1.0345  1.575
S 1.0164 1.1019 2.4024  1.143
O 2.1216 0.6848 -1.2519  -0.274
O -1.8168 2.9112 -2.5489  0.079
N 1.7636 2.8537 -0.6203  0.065
N -0.1098 0.2525 1.4331  -0.300
N -1.8804 0.9146 2.8380  0.181
N -1.8438 0.1435 -0.5783  -0.081
N 0.4694 2.6034 -0.6696  -0.132
C 6.5589 2.9225 -1.9888  -0.069
C -0.8617 -3.1278 0.1220  -0.497
C 5.6370 3.9472 -1.8293  -0.042
C 3.1266 -3.5651 -0.9943  -0.124
C 0.1902 -4.0365 -3.3467  -0.120
C 2.5191 1.9301 -1.0655  -0.418
C -1.3490 0.3634 1.7056  -0.418
C 0.2178 0.9205 3.9677  -0.407
C 2.5019 -2.3415 -0.3354  -0.559
C 0.9680 0.7773 5.1384  -0.046
C 0.4278 -2.5328 -3.2077  -0.464
C -3.8925 3.2313 -1.4922  0.056
C 3.8922 2.2628 -1.4626  -0.159
C 4.8220 1.2669 -1.6511  -0.016
C -1.8125 1.0787 5.1834  0.008
C -1.0950 1.1807 6.3659  -0.007
C -1.7627 3.4263 -0.2518  -0.142
C -4.5272 -0.4287 -0.1322  -0.027
C 6.1519 1.6054 -1.9675  -0.052
C -4.0456 -0.2370 -1.3885  -0.061
C 0.2867 0.9184 6.3647  -0.015
C 2.5005 -2.3227 1.2551  -0.104
C -2.2855 -3.3033 -0.4768  -0.096
C -4.5874 3.5667 -0.3174  -0.036
C -3.8655 3.8815 0.8074  -0.043
C -0.3248 3.5143 -0.2247  -0.039
C -2.4766 3.8194 0.8365  -0.031
C -0.2632 -4.5189 0.4377  -0.125
C 4.2886 3.5984 -1.6208  -0.004
C -1.1628 1.0004 3.9865  -0.258
C -0.7447 -1.6524 -3.6466  -0.166
C -2.4663 3.1367 -1.4959  -0.375
C -2.7014 0.0091 -1.5939  -0.154
C -3.6443 -0.1960 0.9199  0.015
C -2.2987 0.0692 0.6458  -0.269
H 0.9600 -4.6203 -2.8517  0.063
H 2.6211 -4.4640 -0.6908  0.061
H -2.3581 -4.0915 -1.2645  0.098
H 0.1728 4.4459 0.0987  0.165
H -1.5425 1.3930 7.3259  0.127
H 5.8487 5.0160 -1.8167  0.117
H 4.6319 0.2524 -1.3653  0.099
H 6.9324 0.8433 -1.9980  0.115
H 3.0516 -3.4951 -2.1237  0.093
H -2.8806 1.1093 5.1992  0.127
H 0.8145 0.9349 7.3126  0.125
H -1.9287 4.1010 1.7029  0.117
H 7.6043 3.2181 -2.0202  0.117
H -0.7791 -4.2501 -2.9565  0.051
H 4.1716 -3.6226 -0.6432  0.098
H -0.1824 -5.2272 -0.3832  0.084
H -0.8954 -1.8297 -4.7171  0.101
H -4.4169 4.2165 1.7090  0.134
H -2.8420 0.8654 2.9646  0.118
H -5.6579 3.5829 -0.2927  0.115
H 3.6179 4.4043 -1.4709  0.099
H -3.8835 -0.3273 1.9595  0.116
H 0.2012 -4.3671 -4.4120  0.108
H 1.7552 -2.9693 1.6920  0.045
H 3.0134 -1.3967 -0.6573  0.066
H -0.9148 -2.5493 1.0631  0.080
H -2.3746 0.0627 -2.6169  0.103
H -4.4030 3.0681 -2.4196  0.127
H -2.6688 -2.3543 -0.8786  0.038
H -1.6603 -1.8635 -3.0593  0.061
H 3.4657 -2.7680 1.5848  0.095
H -2.8754 -3.6207 0.3461  0.074
H 2.0492 0.6995 5.0282  0.121
H 2.4811 -1.3110 1.6960  0.043
H 1.3558 -2.2369 -3.6713  0.092
H 0.7430 -4.5592 0.8315  0.050
H -0.9306 -4.8878 1.1959  0.085
H -5.5505 -0.6441 0.1134  0.126
H -0.5290 -0.5792 -3.5349  0.051
H -4.6556 -0.2692 -2.2937  0.136

Output
- Energy: -69089.569 eV
- 2S+1: 5
- Net charge: +2
- Energy relative to the best compared isomer or geometry (same formula, charge and spin): 0.0 kJ/mol
- Largest force on an atom: 0.12512 hartree/bohr

Below is a 4-piece molecular cluster, C5H17NO4 overall, with properties calculated with wB97M-V/def2-TZVPD.

Last column: natural (NBO) charge in e.
Element x y z (Å)
O 1.4223 -2.6926 -1.1523  -1.000
O -0.8603 -2.0628 0.1080  -0.615
O 1.7295 -2.1226 1.4523  -0.965
O 0.3833 -0.0019 2.4069  -1.003
N -1.6305 1.3478 0.6302  -0.629
C 0.4830 0.4792 -0.5068  -0.429
C -1.6333 2.6667 0.0015  -0.419
C -1.0134 0.3141 -0.2094  -0.177
C 0.7502 0.8490 -1.9425  -0.602
C -1.2899 -0.9923 0.5064  0.514
H -1.9105 -0.9384 1.3966  0.148
H 1.0374 -2.7634 1.4558  0.488
H 0.8626 1.2201 0.1883  0.219
H 0.2221 1.8447 -2.2357  0.196
H -1.4793 0.2432 -1.1596  0.218
H 0.9887 -0.6647 2.0152  0.507
H -2.1044 2.5835 -0.9668  0.189
H 1.0586 -0.4269 -0.3084  0.217
H 0.5538 -2.4114 -0.8336  0.500
H -0.6488 3.1675 -0.2003  0.168
H 0.3964 0.0495 -2.6260  0.204
H -2.2726 3.3523 0.5845  0.203
H -1.0616 1.3603 1.5128  0.387
H 1.7997 0.9503 -2.1675  0.216
H 1.3087 -3.3432 -1.8162  0.478
H 2.1366 -2.1720 0.5893  0.509
H 0.7715 0.1642 3.2772  0.478

Output
- Energy: -15140.565 eV
- Energy relative to the best compared isomer or geometry (same formula, charge and spin): 75.3 kJ/mol
- Largest force on an atom: 0.04259 hartree/bohr
- SMILES string: CC[C@@H](C=O)NC.O.O.O